w) Here is a molecular structure, C45H50BHfN11PSb2 from OMol25. Energies are from wB97M-V/def2-TZVPD.

HOMO-LUMO gap (alpha / beta)	3.73 / 5.13	eV
HOMO (alpha / beta)	-14.40 / -15.79	eV
LUMO energy (alpha / beta)	-10.66 / -10.66	eV
<S²>	0.765
spin multiplicity	2
charge	+4

Last column: Löwdin spin population.
Geometry (Å):
P  5.08  -7.69  2.27  0.324
C  -0.76  1.60  -3.36  0.000
H  -1.41  3.20  -8.01  0.000
C  0.58  4.12  -3.10  0.000
H  7.30  -5.51  4.72  0.006
C  2.08  0.16  -1.20  0.000
N  2.89  1.48  0.26  0.000
N  6.86  -7.28  3.64  0.354
H  -0.89  1.31  4.45  0.000
C  4.17  2.72  3.65  0.000
C  1.30  2.91  -3.02  0.000
C  -3.58  -0.10  -2.89  0.000
H  1.17  0.78  -3.46  0.000
B  2.67  2.30  1.54  0.000
C  -4.05  1.19  -6.06  0.000
H  -2.50  2.91  -3.20  0.000
H  3.31  -8.12  4.06  0.002
C  -2.19  2.74  -7.44  0.000
H  -1.35  4.93  -2.82  0.000
C  -9.45  -1.13  1.44  0.000
H  -4.91  0.63  -5.65  0.000
N  0.17  2.55  1.54  0.000
H  3.70  -5.98  5.19  0.000
H  -3.89  3.49  -8.55  0.000
C  4.76  -6.19  5.12  0.000
H  -8.02  -3.31  -1.46  0.000
H  -10.02  -3.93  -0.43  0.000
H  -3.42  2.33  -0.36  0.000
H  4.87  0.81  0.24  0.000
C  3.85  0.65  -0.09  0.000
C  -8.36  -2.73  -0.58  0.000
N  1.78  1.18  -0.41  0.000
H  -1.82  2.50  2.29  0.000
C  0.65  1.68  -3.23  0.000
Sb  -5.91  -0.69  -0.76  0.000
N  2.73  3.79  1.04  0.000
C  -9.53  -3.10  0.03  0.000
C  4.91  1.87  4.41  0.000
C  -3.86  5.60  0.13  0.000
H  -3.98  0.91  -2.94  0.000
H  3.70  -5.91  2.73  0.007
H  4.29  6.45  0.04  0.000
H  1.17  5.04  -3.13  0.000
C  -4.11  4.23  -0.04  0.000
C  4.95  0.65  3.67  0.000
H  -6.04  -2.65  -2.54  0.000
C  -2.56  6.07  0.06  0.000
H  3.93  3.78  3.79  0.000
C  -3.55  2.85  -7.72  0.000
Hf  0.28  2.87  -0.70  0.000
C  4.75  -5.98  2.72  0.034
C  -0.78  4.06  -2.99  0.000
C  -1.76  3.78  -0.33  0.000
C  3.79  4.59  1.15  0.000
H  7.46  -8.93  2.42  0.015
C  1.08  1.51  3.31  0.000
H  1.93  1.14  3.89  0.000
H  -3.29  -0.29  -1.82  0.000
H  5.15  -5.29  1.91  0.001
H  5.26  -5.78  6.00  0.001
C  -0.81  2.28  2.42  0.000
H  -5.43  -0.64  -3.93  0.000
H  7.07  -7.38  5.64  0.007
C  -4.47  2.17  -6.98  0.000
C  -1.78  1.91  -6.37  0.000
H  5.36  -0.33  3.97  0.000
C  -10.09  -2.27  1.00  0.000
N  5.29  -5.63  3.94  0.010
H  -0.53  5.49  -0.14  0.000
C  -2.67  1.07  -5.74  0.000
C  4.38  -8.35  3.95  0.025
H  -7.71  0.06  1.35  0.000
C  -8.26  -0.78  0.90  0.000
H  -5.54  2.25  -7.12  0.000
H  4.59  4.55  1.87  0.000
N  5.03  -7.66  5.04  0.007
N  4.25  0.82  2.52  0.000
C  -0.27  1.66  3.59  0.000
C  -3.07  3.37  -0.25  0.000
C  6.43  -7.93  4.97  0.014
C  -7.70  -1.56  -0.19  0.000
H  -4.46  -2.60  -1.73  0.000
H  -0.71  1.80  -6.14  0.000
H  4.63  -9.39  3.93  0.001
H  -9.76  -0.54  2.26  0.000
H  -11.05  -2.70  1.30  0.000
N  3.78  2.05  2.53  0.000
C  -5.23  -1.98  -2.26  0.000
H  6.55  -9.03  5.20  0.000
H  -5.09  3.85  0.07  0.000
Sb  -1.85  -0.11  -4.21  0.000
N  1.93  4.20  -0.05  0.000
H  4.03  -0.96  -1.56  0.000
C  -1.42  2.81  -3.13  0.000
C  2.61  5.29  -0.56  0.000
H  1.45  -0.35  -1.83  0.000
C  3.70  5.61  0.16  0.000
H  -4.69  6.18  0.40  0.000
H  5.32  2.12  5.40  0.000
N  1.33  2.07  2.13  0.000
H  2.17  5.78  -1.41  0.000
C  -1.55  5.15  -0.19  0.000
H  -4.22  -1.80  -4.17  0.000
H  2.34  2.88  -2.99  0.000
H  7.18  -5.09  3.01  0.000
H  7.82  -7.29  1.80  0.014
H  -2.41  7.15  0.19  0.000
C  7.43  -7.89  2.60  0.166
C  6.72  -5.76  3.82  0.011
C  -4.63  -1.15  -3.38  0.000
C  3.41  -0.19  -1.02  0.000

---

x) Here is a molecular structure, C45H50BHfN11PSb2 from OMol25. Energies are from wB97M-V/def2-TZVPD.

HOMO-LUMO gap (alpha / beta)	6.70 / 6.08	eV
HOMO (alpha / beta)	-18.01 / -17.86	eV
LUMO energy (alpha / beta)	-11.32 / -11.78	eV
<S²>	0.758
spin multiplicity	2
charge	+4

Last column: Löwdin spin population.
Geometry (Å):
H  -1.94  4.17  0.34  0.003
H  5.82  0.85  1.55  0.000
B  3.10  1.59  1.97  0.000
C  -4.13  -1.65  1.67  0.000
Sb  -1.62  -1.38  0.09  -0.001
C  -1.47  -3.50  0.49  0.000
H  -3.79  1.28  4.11  0.000
C  2.01  3.76  1.01  0.000
C  -3.31  3.02  -2.17  0.037
H  2.65  4.31  1.65  0.000
C  -3.03  -0.80  1.54  0.001
H  -0.27  -1.24  3.34  0.000
C  0.60  -0.57  3.51  0.000
C  4.10  -0.72  -0.72  0.000
H  -5.33  3.74  1.68  0.006
C  2.07  -1.67  -3.51  0.000
H  0.77  -5.23  -1.49  0.000
C  2.19  0.70  4.33  0.000
C  5.65  4.09  2.75  0.000
H  -4.52  -1.17  -1.01  0.000
C  -5.01  -0.35  3.50  0.001
N  1.30  -0.02  2.47  0.000
C  1.04  4.09  0.09  0.000
C  3.78  -2.82  1.55  0.000
N  -5.48  3.02  -0.31  0.415
H  -6.00  4.86  0.48  0.000
C  -5.11  -1.40  2.62  0.000
C  2.05  -4.10  -4.93  0.000
C  6.00  -4.00  0.36  0.000
C  -5.66  3.49  -1.71  0.008
H  -4.75  5.82  -1.23  0.000
H  -4.30  -2.43  0.93  0.000
C  -4.69  1.78  -0.14  0.047
N  4.09  2.52  2.51  0.000
H  6.34  4.88  2.56  0.000
C  1.12  -0.10  4.68  0.000
H  -2.46  -3.83  0.82  0.000
H  5.03  -2.59  3.31  0.000
N  2.30  0.74  3.03  0.000
H  3.89  -1.35  -1.57  0.000
H  -2.41  3.49  -2.59  0.014
H  2.07  -2.98  -6.70  0.000
C  -3.96  5.11  -1.09  0.024
C  2.11  -1.67  -4.92  0.000
C  -0.99  -4.36  -0.66  0.000
N  -3.94  4.63  0.30  0.044
H  -5.63  -1.08  -3.27  0.000
H  6.98  -3.61  2.25  0.000
C  2.02  -2.90  -2.84  0.000
Hf  1.14  -0.23  0.40  0.000
H  2.94  1.21  4.89  0.000
H  5.32  4.13  4.96  0.000
H  4.79  -4.33  -1.33  0.000
H  -0.68  -1.49  -2.88  0.000
H  -4.19  -1.21  -5.28  0.000
C  6.08  -3.51  1.65  0.000
H  2.95  -2.42  2.06  0.000
H  0.82  -5.17  0.21  0.000
H  -2.75  3.37  1.60  0.002
N  -4.28  4.01  -1.96  0.291
H  -4.81  1.50  0.90  0.010
C  5.00  3.31  1.84  0.000
H  -5.71  -0.16  4.30  0.000
H  0.66  5.06  -0.18  0.000
H  2.07  -5.00  -5.53  0.000
H  2.10  -0.76  -2.97  0.000
C  -3.90  0.48  3.41  0.000
H  -5.17  1.01  -0.77  0.002
C  -3.94  -1.22  -1.93  0.000
H  -5.95  -2.07  2.68  0.000
C  2.04  -2.89  -5.63  0.000
C  4.79  -3.94  -0.33  0.000
N  2.00  2.43  1.16  0.000
H  -1.49  -5.36  -0.64  0.000
H  -1.23  -3.92  -1.61  0.000
C  4.98  -2.92  2.25  0.000
C  -2.85  3.63  0.54  0.003
C  5.11  3.69  4.00  0.000
N  3.18  -0.07  -0.03  0.000
C  5.11  0.41  0.85  0.000
H  2.22  -0.70  -5.44  0.000
H  -2.01  0.86  2.48  0.000
H  6.31  -0.83  -0.63  0.000
N  4.16  2.75  3.88  0.000
H  5.08  3.27  0.76  0.000
C  2.05  -4.08  -3.54  0.000
C  -2.56  -1.26  -1.77  0.000
H  -6.44  4.23  -1.81  0.000
H  -1.75  -1.38  -5.04  0.000
Sb  1.83  -2.95  -0.75  0.000
H  -5.93  2.68  -2.34  0.000
P  -2.87  2.10  -0.50  0.062
C  -3.74  -1.22  -4.30  0.000
H  2.05  -5.03  -3.06  0.000
H  6.87  -4.52  -0.01  0.000
C  -5.25  4.12  0.63  0.022
N  1.07  1.88  0.31  0.000
C  -1.78  -1.35  -2.90  0.000
H  -3.69  2.31  -2.90  0.000
C  -2.36  -1.28  -4.17  0.000
H  -0.18  2.68  -1.15  0.000
H  -0.81  -3.65  1.34  0.000
C  0.55  2.90  -0.39  0.000
C  -4.55  -1.17  -3.17  0.000
N  3.81  0.61  0.96  0.000
H  0.81  -0.33  5.66  0.000
C  -2.91  0.27  2.45  0.000
H  -2.97  5.51  -1.31  0.006
C  5.37  -0.47  -0.21  0.000
C  3.69  -3.34  0.27  0.000
C  0.51  -4.61  -0.63  0.000

---

Verdict on stability: x) comes out on top.

---

w) Here is C5H8O2S in the gas phase from OMol25. Energies are from wB97M-V/def2-TZVPD.

HOMO-LUMO gap	8.41	eV
HOMO	-8.69	eV
SMILES	OC[C@@H]1C(=S)C[C@H]1O
LUMO energy	-0.28	eV

Last column: Mulliken charge in e.
Geometry (Å):
H  0.98  -2.04  -1.74  0.351
C  -0.17  0.56  1.11  -0.284
H  -1.80  -0.24  1.84  0.358
H  1.95  0.16  -0.26  0.318
O  -1.04  0.28  2.21  -0.571
H  0.79  0.94  1.47  0.368
H  -0.58  -1.46  0.35  0.310
O  1.54  -1.28  -1.70  -0.485
S  -1.57  0.04  -2.32  -0.292
H  -1.80  1.81  0.23  0.269
C  -0.77  1.48  0.01  -0.400
C  0.00  -0.54  0.04  0.353
C  -0.79  0.31  -0.95  -0.042
C  1.44  -0.81  -0.38  -0.755
H  -0.11  2.33  -0.24  0.229
H  1.93  -1.53  0.34  0.272

---

x) Here is a molecular structure, C5H8O2S from OMol25. Energies are from wB97M-V/def2-TZVPD.

HOMO-LUMO gap	7.94	eV
HOMO	-8.42	eV
LUMO energy	-0.48	eV

Last column: Mulliken charge in e.
Geometry (Å):
C  -1.17  0.34  -0.66  0.225
S  2.37  -0.50  0.59  -0.255
C  0.94  -0.07  0.62  -0.064
H  -1.54  -1.87  -0.80  0.311
H  -2.08  -2.11  1.35  0.332
C  -1.82  -0.90  -0.15  -0.760
C  0.31  0.51  -0.68  0.450
H  -2.92  -0.92  -0.41  0.418
H  -1.56  0.54  -1.60  0.344
C  -1.71  1.78  -0.09  -0.941
H  0.36  -0.17  1.71  0.173
O  -1.47  -1.25  1.13  -0.497
H  -1.13  2.39  1.02  0.243
H  -2.81  1.40  0.24  0.254
O  0.97  0.78  -1.64  -0.520
H  -1.54  2.63  -1.19  0.288

---

y) Here is C5H8O2S in the gas phase from OMol25. Energies are from wB97M-V/def2-TZVPD.

HOMO-LUMO gap	8.93	eV
HOMO	-9.03	eV
SMILES	C=C[C@H](O)COC=S
LUMO energy	-0.10	eV

Last column: Mulliken charge in e.
Geometry (Å):
O  -1.24  0.22  0.41  -0.519
H  -0.95  1.16  -1.39  0.332
H  1.38  -0.36  -1.76  0.337
O  0.75  -1.34  -0.23  -0.242
H  -1.75  -0.41  -0.06  0.219
S  -1.70  -2.69  0.20  -0.254
H  1.35  2.45  1.78  0.209
H  -0.23  -1.22  -2.10  0.283
H  -0.45  1.82  1.94  0.338
C  0.43  -0.62  -1.30  -0.521
C  -0.07  -2.24  0.36  -0.013
C  0.47  1.83  1.42  -0.724
H  1.53  1.86  -0.29  0.279
H  0.19  -2.59  1.45  0.283
C  0.63  1.48  0.20  -0.464
C  -0.33  0.65  -0.61  0.458

---

Verdict on stability: w) comes out on top.

---

w) Here is C5H8N4 in the gas phase from OMol25. Energies are from wB97M-V/def2-TZVPD.

HOMO-LUMO gap	9.70	eV
HOMO	-9.13	eV
SMILES	C[C@@H]1[C@H](N)c2cnnn21
LUMO energy	0.57	eV

Last column: Mulliken charge in e.
Geometry (Å):
H  -1.96  0.08  2.05  0.236
C  -0.93  0.70  0.42  0.117
N  0.70  0.55  -0.79  0.616
H  1.08  1.61  1.21  0.286
C  1.24  -0.60  1.28  -1.089
H  -1.32  1.67  0.31  0.436
N  0.60  -0.34  -2.74  -0.303
H  0.94  -0.99  2.33  0.287
H  -1.42  -0.45  -3.05  0.411
C  -0.65  -0.15  -2.34  -0.568
N  -1.85  -0.26  1.08  -0.622
H  1.19  -1.47  0.29  0.268
H  -1.52  -1.15  0.88  0.247
C  -0.58  0.25  -0.94  -0.106
N  1.51  0.10  -1.74  -0.730
H  2.36  -0.25  1.02  0.332
C  0.60  0.68  0.73  0.185

---

x) Here is C5H8N4 in the gas phase from OMol25. Energies are from wB97M-V/def2-TZVPD.

HOMO-LUMO gap	9.75	eV
HOMO	-8.91	eV
SMILES	[H]/N=C(/N)[C@]12C[C@H]1C=NN2
LUMO energy	0.84	eV

Last column: Mulliken charge in e.
Geometry (Å):
H  -0.09  -1.54  -1.09  0.481
C  0.06  0.29  -0.19  0.681
C  -2.08  -0.16  0.52  -0.431
H  -0.03  2.48  0.11  0.442
N  -1.89  -0.90  -0.47  -0.686
N  2.52  0.69  -0.24  -0.824
C  -0.91  0.69  0.91  -0.138
H  2.07  1.49  -0.70  0.309
N  -0.65  -0.69  -0.99  -0.075
H  -0.67  0.99  1.93  0.396
H  -2.96  -0.36  1.07  0.498
H  2.59  -1.54  0.81  0.281
H  0.83  -1.91  0.98  0.251
N  1.61  -1.38  0.49  -0.481
C  -0.53  1.65  -0.24  -1.006
H  -1.32  1.76  -0.99  0.241
C  1.54  -0.05  0.04  0.060

---

Verdict on stability: x) comes out on top.

---

w) Here is 2 unconnected molecules or ions with the total composition C3H6FNO2 from OMol25. Energies are from wB97M-V/def2-TZVPD.

HOMO-LUMO gap	10.10	eV
HOMO	-10.90	eV
SMILES	[H]/N=C(\C)C(=O)O.F
LUMO energy	-0.81	eV

Last column: Mulliken charge in e.
Geometry (Å):
C  -0.27  0.04  -0.01  0.833
C  -1.66  0.46  0.20  -1.195
H  -0.68  -1.70  0.63  0.234
O  -0.02  2.31  -0.80  -0.564
N  0.17  -1.10  0.37  -0.678
H  1.45  -2.00  0.50  0.478
H  2.11  -0.01  -0.52  0.405
H  -1.76  1.25  -0.62  0.301
C  0.55  1.22  -0.43  0.392
F  2.37  -2.06  0.12  -0.487
H  -2.39  -0.35  0.07  0.423
O  1.85  0.93  -0.58  -0.459
H  -1.73  0.99  1.07  0.318

---

x) Here is a molecular structure, C3H6FNO2 from OMol25. Energies are from wB97M-V/def2-TZVPD.

HOMO-LUMO gap	9.42	eV
HOMO	-8.73	eV
LUMO energy	0.69	eV

Last column: Mulliken charge in e.
Geometry (Å):
C  -0.83  2.22  0.82  -0.689
H  1.31  -2.85  -1.18  0.338
N  1.27  -0.97  -0.32  -0.224
H  -1.84  1.92  0.77  0.346
C  -0.20  0.04  0.53  0.762
H  -0.52  2.31  1.91  0.289
O  0.20  1.21  0.43  -0.238
H  0.06  -2.54  -0.22  0.336
H  -0.72  3.11  0.34  0.273
H  0.05  -1.76  -1.82  0.290
F  1.72  -0.02  -1.25  -0.196
C  0.68  -2.11  -0.90  -0.810
O  -1.17  -0.56  0.89  -0.477

---

y) Here is C3H6FNO2 in the gas phase from OMol25. Energies are from wB97M-V/def2-TZVPD.

HOMO-LUMO gap	11.10	eV
HOMO	-10.25	eV
SMILES	COC(=O)N(C)F
LUMO energy	0.85	eV

Last column: Mulliken charge in e.
Geometry (Å):
O  0.51  -1.40  -0.30  -0.467
C  2.39  0.67  0.08  -0.683
N  -1.28  0.24  -0.43  0.036
O  1.00  0.83  -0.05  -0.286
C  0.17  -0.28  -0.19  0.631
H  -3.16  -0.30  -0.59  0.244
H  2.88  1.37  -0.48  0.302
H  -1.96  -1.68  -0.52  0.357
H  3.00  -0.26  -0.12  0.305
C  -2.24  -0.72  -0.09  -0.765
H  2.56  0.96  1.19  0.245
H  -2.35  -0.80  1.01  0.322
F  -1.51  1.37  0.48  -0.241

---

Verdict on stability: w) comes out on top.